ORCA calculation (the ωB97M-V functional and the def2-TZVPD basis) on a molecular structure, C32H58N2O8SbSiSr.

Its energy above the lowest of the compared OMol25 structures with the same formula, charge and spin is 49.44 kJ/mol. The total charge is -1. The total energy is -68747.783 eV.

Each line ends with the Löwdin charge.
Cartesian coordinates (Å):
Sr 0.82282 0.35389 -0.35075  1.52
O 2.74178 -2.76515 1.40254  0.02
C 1.76848 -2.30668 0.80976  -0.68
O 0.90301 -1.47933 1.28580  -0.25
C 1.58712 -2.69201 -0.67841  -0.68
O 1.67081 -3.86521 -1.02913  0.00
O 1.36364 -1.69856 -1.46994  -0.26
N -6.28749 1.08993 -0.82786  0.16
C -5.22518 1.52753 -0.83026  -0.18
C -3.89954 2.08412 -0.84063  -0.20
C -3.68314 3.43340 -1.10963  -0.01
C -2.38317 3.89213 -1.10834  -0.03
C -1.34773 3.00379 -0.84487  -0.10
N -1.55157 1.70729 -0.57401  0.02
C -2.80726 1.26833 -0.57567  -0.08
H -4.52192 4.08509 -1.31538  0.12
H -2.15211 4.92717 -1.31735  0.11
H -0.31289 3.31817 -0.88254  0.07
H -2.96551 0.22422 -0.35004  0.08
C -0.18398 -5.58082 1.01966  -0.12
C -1.26023 -5.51250 -0.06922  -0.68
C -2.42245 -6.42908 0.30855  -0.12
C -0.62992 -5.99304 -1.37790  -0.13
Sb -1.80516 -3.37726 -0.32965  1.67
C -3.04988 -3.44719 -2.16752  -0.71
C -3.87505 -2.16066 -2.19064  -0.14
C -3.98103 -4.64058 -2.35081  -0.12
C -2.04874 -3.39127 -3.32604  -0.14
C -3.34464 -3.13971 1.26736  -0.71
C -2.67766 -3.56823 2.57708  -0.14
C -4.66914 -3.87179 1.08634  -0.12
C -3.62385 -1.64076 1.37884  -0.16
H 0.11423 -6.62989 1.14903  0.08
H -0.54121 -5.22028 1.98462  0.06
H 0.70464 -5.01756 0.73572  0.06
H -2.07201 -7.46929 0.28740  0.08
H -3.26520 -6.34862 -0.37798  0.05
H -2.78120 -6.23122 1.31854  0.05
H -0.18471 -6.98176 -1.20726  0.08
H 0.17215 -5.32554 -1.69652  0.06
H -1.36390 -6.10227 -2.17671  0.05
H -4.65765 -2.15287 -1.42992  0.06
H -4.35909 -2.04204 -3.16836  0.08
H -3.22563 -1.29264 -2.04620  0.05
H -4.71254 -4.72071 -1.54501  0.06
H -3.43360 -5.57918 -2.40466  0.05
H -4.53541 -4.53096 -3.29326  0.08
H -1.34002 -2.56794 -3.20771  0.07
H -2.58725 -3.25248 -4.27280  0.08
H -1.46387 -4.30846 -3.40244  0.06
H -2.52329 -4.64405 2.62169  0.05
H -3.32015 -3.29107 3.42313  0.08
H -1.71090 -3.07512 2.71215  0.08
H -4.53989 -4.95326 1.05911  0.06
H -5.17817 -3.56206 0.17205  0.05
H -5.33903 -3.63492 1.92463  0.08
H -2.68800 -1.07751 1.44347  0.06
H -4.19639 -1.43257 2.29176  0.08
H -4.21624 -1.27703 0.53592  0.05
C 1.68087 5.74908 -1.38500  -0.04
C 3.16985 5.53758 -1.11397  -0.65
C 3.71718 6.66264 -0.24504  -0.03
C 3.93469 5.44386 -2.42997  -0.03
O 3.40697 4.32332 -0.40509  -0.10
Si 2.39776 3.05224 -0.14821  -0.08
O 1.58820 2.48389 -1.37534  -0.42
O 3.23362 1.83339 0.59479  -0.16
C 4.45544 1.12471 0.30661  -0.63
C 5.60385 2.12583 0.24999  -0.03
C 4.65032 0.14327 1.45096  -0.01
C 4.31893 0.39214 -1.02374  -0.01
O 1.27755 3.44725 1.02231  -0.13
C 1.32892 3.46350 2.44789  -0.64
C 0.22100 4.41189 2.89072  -0.03
C 1.05446 2.05066 2.95704  -0.02
C 2.68331 3.96375 2.94133  -0.02
H 1.52909 6.69127 -1.91573  0.09
H 1.12763 5.78183 -0.44372  0.08
H 1.29634 4.92853 -1.99280  0.07
H 3.64619 7.62137 -0.76289  0.08
H 4.76248 6.46654 -0.00300  0.09
H 3.15189 6.72442 0.68644  0.08
H 3.82346 6.35844 -3.01627  0.08
H 3.55463 4.60131 -3.00914  0.09
H 4.99472 5.28021 -2.22984  0.08
H 5.65538 2.69182 1.18209  0.09
H 5.45797 2.82935 -0.56980  0.07
H 6.55068 1.60190 0.10751  0.09
H 4.72052 0.68521 2.39696  0.09
H 5.57059 -0.42610 1.30836  0.09
H 3.83053 -0.57490 1.51795  0.07
H 4.08355 1.09481 -1.82498  0.09
H 3.54004 -0.37470 -0.98364  0.07
H 5.24883 -0.12549 -1.26467  0.10
H -0.73333 4.08269 2.47543  0.08
H 0.42564 5.42177 2.52956  0.08
H 0.14137 4.43571 3.97905  0.08
H 0.07563 1.71171 2.60414  0.09
H 1.04015 2.01994 4.04832  0.09
H 1.82483 1.36235 2.60869  0.08
H 2.91017 4.93357 2.49475  0.08
H 3.47000 3.26249 2.66426  0.08
H 2.67404 4.07105 4.02790  0.09

---

ORCA calculation (the ωB97M-V functional and the def2-TZVPD basis) on a molecular structure, C32H59F16O10P3Pt at a distorted geometry.

Its energy above the lowest of the compared OMol25 structures with the same formula, charge and spin is 4.31 kJ/mol. The multiplicity is 3. The total charge is 0. The total energy is -129212.572 eV.

Each line ends with the Löwdin spin population.
Cartesian coordinates (Å):
C 3.22127 1.08226 4.81975  0.00
C 1.75640 0.98453 4.43582  0.00
C 1.50323 0.38837 3.06026  0.00
C 0.06674 0.62504 2.51433  0.00
P -0.96856 -0.81312 2.62176  0.00
C -0.20790 -2.17621 1.68273  0.00
C -0.61697 -3.58707 2.10904  0.00
C 0.06673 -4.70724 1.35291  0.00
C -0.35719 -6.12188 1.77299  0.00
C -0.94033 -1.22266 4.40107  0.00
C -1.48435 -0.10855 5.35002  0.00
C -1.37259 -0.34630 6.83596  0.00
C -0.06636 -0.90263 7.41652  0.00
C -2.69511 -0.63507 2.21303  0.00
C -3.34703 0.72124 2.51547  0.00
C -4.54109 0.98041 1.56755  0.00
C -5.67912 -0.04096 1.64092  0.00
H 3.75122 1.78365 4.16909  0.00
H 3.75451 0.12927 4.71135  0.00
H 3.46283 1.34925 5.84962  0.00
H 1.37903 2.01129 4.47456  0.00
H 1.28977 0.47957 5.28181  0.00
H 1.87902 -0.63329 2.96142  0.00
H 2.14389 0.88336 2.32462  0.00
H 0.26932 0.81991 1.45929  0.00
H -0.37061 1.54058 2.90655  0.00
H 0.88355 -2.11711 1.66077  0.00
H -0.47854 -1.94423 0.64649  0.00
H -1.70752 -3.61337 1.98672  0.00
H -0.48314 -3.73219 3.18744  0.00
H 1.14569 -4.67481 1.51883  0.00
H -0.22979 -4.60393 0.30779  0.00
H -1.40687 -6.07524 2.08513  0.00
H 0.20083 -6.50867 2.62543  0.00
H -0.32985 -6.84192 0.95844  0.00
H 0.04537 -1.54022 4.74472  0.00
H -1.56219 -2.11033 4.56229  0.00
H -2.50982 0.08856 5.02535  0.00
H -1.04164 0.82912 4.99809  0.00
H -2.11364 -1.10745 7.12374  0.00
H -1.83852 0.48937 7.36479  0.00
H 0.24743 -1.77020 6.83091  0.00
H -0.28318 -1.26700 8.41655  0.00
H 0.75326 -0.19260 7.31018  0.00
H -3.22533 -1.47479 2.66961  0.00
H -2.84178 -0.73447 1.13452  0.00
H -2.66930 1.55754 2.34339  0.00
H -3.79789 0.78485 3.50729  0.00
H -4.14558 0.91066 0.55241  0.00
H -4.98453 1.96768 1.67885  0.00
H -5.39069 -1.00465 1.21025  0.00
H -6.55703 0.35556 1.13435  0.00
H -5.99852 -0.34445 2.64415  0.00
Pt 0.05967 0.73330 -3.89381  1.36
P -0.69322 0.27036 -1.64821  0.02
O -1.73828 0.67280 -2.80522  0.10
O 0.29683 1.43061 -1.97029  0.22
O 0.14319 -0.80779 -2.40419  0.22
O -1.22610 0.11683 -0.24403  0.02
C 6.11844 -1.74899 -6.39594  0.00
C 5.74417 -0.71557 -5.34154  0.00
O 4.31554 -0.65095 -5.24953  0.00
P 3.63975 0.42150 -4.29669  0.00
O 2.17983 0.56504 -4.39786  0.03
O 4.20669 0.08540 -2.84083  0.00
C 3.19076 0.02830 -1.74064  0.00
C 4.03946 -0.09134 -0.50389  0.00
O 4.37765 1.78153 -4.65578  0.00
C 4.37028 2.89850 -3.75301  0.00
C 5.11910 4.00846 -4.49079  0.00
H 5.93193 -2.77679 -6.09926  0.00
H 5.65299 -1.44599 -7.33427  0.00
H 7.17417 -1.64219 -6.66030  0.00
H 6.22755 -0.79782 -4.36763  0.00
H 6.11665 0.23480 -5.73708  0.00
H 2.64818 0.96544 -1.82480  0.00
H 2.61097 -0.87421 -1.92196  0.00
H 4.45633 0.90309 -0.31471  0.00
H 3.54558 -0.50005 0.37623  0.00
H 4.93515 -0.69123 -0.67049  0.00
H 3.33728 3.18258 -3.53856  0.00
H 4.89173 2.68209 -2.81865  0.00
H 5.18341 4.84284 -3.78383  0.00
H 6.10856 3.64373 -4.74927  0.00
H 4.54942 4.41479 -5.32304  0.00
C -3.16776 -2.28840 -2.38139  0.00
C -2.15358 -3.43609 -2.53768  0.00
C -1.06559 -3.33463 -3.59572  0.00
F -0.32820 -4.51358 -3.70886  0.00
F -1.60458 -3.14225 -4.82844  0.00
F -1.53502 -3.55384 -1.30914  0.00
F -2.86339 -4.60138 -2.64407  0.00
O -4.03752 -2.35116 -3.51518  0.00
C -4.14141 -1.21611 -4.28658  0.00
C -4.79806 -0.03065 -3.53836  0.00
F -4.89105 1.02898 -4.35943  0.00
F -6.05034 -0.37144 -3.17025  0.00
F -2.92700 -0.78253 -4.62276  0.01
F -4.83942 -1.60335 -5.34093  0.00
H -2.64976 -1.32840 -2.37340  0.00
H -3.70719 -2.48079 -1.45749  0.00
H -0.27046 -2.63374 -3.32697  0.00
H -4.17785 0.22310 -2.67783  0.00
C -0.96066 3.78579 -0.90515  0.00
C -2.42476 4.16718 -0.65809  0.00
C -3.37208 3.12794 -1.32858  0.00
F -4.64015 3.37258 -0.92586  0.00
F -3.33139 3.27445 -2.67325  0.00
F -2.67917 4.11452 0.68537  0.00
F -2.66611 5.43193 -1.08815  0.00
O -0.04474 4.77188 -0.50262  0.00
C 0.79844 4.42101 0.52670  0.00
C 1.89971 3.42612 0.13220  0.00
F 2.74612 3.99453 -0.76970  0.00
F 2.57012 2.99410 1.22957  0.00
F 1.29249 5.56872 1.00156  0.00
F 0.10574 3.83505 1.55243  0.00
H -0.70680 3.66564 -1.95958  0.00
H -0.84338 2.80860 -0.43141  0.00
H -3.02647 2.11641 -1.10138  0.00
H 1.40010 2.59124 -0.38667  0.00

---

Number 1 is which compound? C32H58N2O8SbSiSr

---

Which of these has the highest total charge? C32H59F16O10P3Pt

---

Which formula does entry 2 have? C32H59F16O10P3Pt